# 1
ORCA calculation (ωB97M-V with the def2-TZVPD basis set) on C36H25N9Re as an isolated structure.

Output
E_HOMO (alpha / beta) (eV): -5.95 / -6.15
E (eV): -53283.10437
Kohn-Sham gap (alpha / beta) (eV): 4.834 / 4.351
LUMO (alpha / beta) (eV): -1.1160 / -1.7935

```
! RIJCOSX wB97M-V def2-TZVPD def2/J DEFGRID3
* xyz 0 2
Re -1.09 0.94 -0.99
C -4.24 1.01 4.86
C -3.37 2.07 5.15
C -2.42 2.48 4.23
C -2.37 1.82 3.01
C -1.49 2.00 1.85
N -1.86 1.07 0.89
C -2.90 0.28 1.39
N -3.51 -0.70 0.82
C -3.12 -1.23 -0.37
C -3.76 -2.34 -0.99
C -4.90 -3.08 -0.66
C -5.26 -4.11 -1.49
C -4.50 -4.42 -2.65
C -3.38 -3.71 -2.98
C -3.00 -2.65 -2.14
C -1.93 -1.72 -2.19
N -0.93 -1.76 -3.11
C 0.06 -0.93 -3.11
N 0.25 0.20 -2.32
C 1.47 0.78 -2.65
N 2.03 1.82 -2.12
C 1.54 2.46 -1.04
N 0.44 2.11 -0.30
C 0.34 2.96 0.78
N -0.55 2.88 1.79
C 1.39 3.90 0.71
C 1.74 4.99 1.53
C 2.84 5.73 1.17
C 3.60 5.42 0.02
C 3.27 4.36 -0.79
C 2.15 3.59 -0.44
C 2.07 -0.01 -3.73
C 3.27 0.14 -4.41
C 3.57 -0.79 -5.39
C 2.69 -1.85 -5.68
C 1.50 -1.99 -4.99
C 1.21 -1.05 -4.01
N -2.03 -0.87 -1.12
C -3.23 0.77 2.73
C -4.18 0.34 3.64
H -4.97 0.70 5.60
H -3.44 2.56 6.11
H -1.74 3.30 4.44
H -5.48 -2.85 0.23
H -6.14 -4.70 -1.27
H -4.82 -5.24 -3.28
H -2.80 -3.94 -3.86
H 1.16 5.22 2.41
H 3.13 6.58 1.78
H 4.46 6.03 -0.23
H 3.85 4.11 -1.67
H 3.94 0.96 -4.17
H 4.50 -0.71 -5.94
H 2.96 -2.56 -6.44
H 0.82 -2.81 -5.20
H -4.84 -0.48 3.41
C -3.29 4.03 -1.83
C -2.83 2.88 -2.72
C -4.02 2.09 -3.27
C -1.93 3.37 -3.85
N -2.05 1.97 -1.90
H -3.82 4.77 -2.44
H -2.43 4.51 -1.36
H -3.96 3.67 -1.05
H -4.63 2.74 -3.89
H -4.64 1.71 -2.45
H -3.68 1.24 -3.87
H -2.47 4.11 -4.45
H -1.63 2.55 -4.49
H -1.03 3.84 -3.44
*
```

***

# 2
ORCA calculation (ωB97M-V with the def2-TZVPD basis set) on an isolated ion of composition C5H13N2O and charge +1.

Output
E_HOMO (eV): -12.47
Structure (SMILES): C[C@H](C=O)NCC[NH3+]
Energy above the lowest of the compared OMol25 structures with the same formula, charge and spin (eV): 3.961
E (eV): -10414.23469
Kohn-Sham gap (eV): 9.002
LUMO (eV): -3.4642

```
! RIJCOSX wB97M-V def2-TZVPD def2/J DEFGRID3
* xyz 1 1
N -1.84 1.28 2.35
C -0.70 1.58 1.19
C 0.16 0.33 1.10
N -0.51 -0.56 0.21
C 0.13 -2.21 -1.61
C -0.03 -0.70 -1.19
C 1.35 -0.22 -1.71
O 2.00 0.44 -0.96
H -1.36 1.24 3.22
H -2.44 0.47 2.02
H -2.37 2.16 2.32
H -0.22 2.55 1.31
H -1.42 1.63 0.42
H 0.63 0.00 2.08
H 1.16 0.59 0.74
H -0.57 -1.51 0.64
H -0.01 -2.85 -0.87
H -0.45 -2.52 -2.53
H 1.14 -2.55 -1.85
H -0.79 -0.12 -1.76
H 1.69 -0.36 -2.72
*
```

***

# 3
ORCA calculation (ωB97M-V with the def2-TZVPD basis set) on a 10-piece molecular cluster, C26H63F5IN6O12S10 overall.

Output
E_HOMO (eV): -9.59
E (eV): -191516.58466
Kohn-Sham gap (eV): 6.327
LUMO (eV): -3.2645

```
! RIJCOSX wB97M-V def2-TZVPD def2/J DEFGRID3
* xyz 1 1
C -2.88 -0.21 -2.40
C -1.48 -0.36 -3.03
C -0.41 -0.87 -2.07
N 0.25 0.10 -1.16
N -0.58 0.93 -0.45
C -1.16 2.12 -0.78
N -1.04 2.71 -1.94
I -1.90 4.50 -2.42
N -1.88 2.60 0.27
C -1.71 1.75 1.22
O -2.27 1.86 2.44
C -1.97 2.98 3.08
N -1.66 3.92 3.67
N -0.88 0.70 0.90
S -0.29 -0.53 1.97
O 1.12 -0.54 1.87
O -0.96 -0.25 3.19
C -0.98 -2.18 1.39
F -1.42 -2.74 2.49
F -2.00 -1.94 0.58
C 0.08 -3.15 0.73
F 0.96 -2.51 -0.01
F -0.59 -4.01 -0.02
F 0.71 -3.79 1.69
H -2.88 0.24 -1.40
H -3.53 0.40 -3.03
H -3.35 -1.19 -2.30
H -1.56 -1.10 -3.82
H -1.19 0.58 -3.51
H -0.81 -1.71 -1.51
H 0.41 -1.28 -2.67
H 0.96 0.64 -1.64
H -0.50 2.25 -2.66
C 1.00 9.05 -2.49
S -0.54 8.18 -2.27
O -0.74 7.29 -3.46
C -1.61 9.60 -2.50
H 1.81 8.33 -2.42
H 0.99 9.52 -3.47
H 1.11 9.79 -1.70
H -1.42 10.05 -3.47
H -1.41 10.33 -1.71
H -2.64 9.26 -2.43
C -0.52 -3.50 -6.93
S 0.68 -3.18 -5.64
O 0.03 -2.22 -4.68
C 1.80 -2.19 -6.63
H -1.33 -4.08 -6.50
H -0.89 -2.55 -7.32
H -0.05 -4.09 -7.72
H 1.27 -1.33 -7.04
H 2.21 -2.81 -7.43
H 2.61 -1.85 -5.99
C 4.02 6.49 -0.01
S 4.15 8.17 0.62
O 3.00 8.93 0.06
C 5.59 8.62 -0.34
H 3.13 6.04 0.44
H 3.91 6.52 -1.10
H 4.90 5.93 0.27
H 5.38 8.50 -1.40
H 6.44 8.00 -0.04
H 5.82 9.67 -0.12
C 1.36 14.42 -4.07
S 0.71 12.85 -4.63
O -0.19 12.34 -3.55
C 2.24 11.92 -4.46
H 0.53 15.13 -4.05
H 1.77 14.31 -3.07
H 2.12 14.77 -4.77
H 2.58 11.99 -3.43
H 2.99 12.31 -5.14
H 2.01 10.89 -4.72
C -0.82 -2.05 6.01
S -0.21 -2.99 7.42
O -1.39 -3.35 8.24
C 0.59 -1.60 8.23
H -1.40 -2.73 5.39
H -1.46 -1.24 6.37
H 0.02 -1.65 5.44
H -0.15 -0.82 8.43
H 1.39 -1.22 7.60
H 1.01 -1.96 9.17
C -3.87 -6.65 -10.07
S -3.10 -5.08 -9.71
O -2.17 -5.30 -8.55
C -4.56 -4.28 -9.04
H -3.11 -7.33 -10.45
H -4.29 -7.07 -9.15
H -4.64 -6.51 -10.82
H -4.93 -4.86 -8.19
H -5.32 -4.21 -9.82
H -4.28 -3.28 -8.71
C -3.04 -12.27 -10.13
S -2.56 -10.67 -9.48
O -3.43 -9.66 -10.16
C -0.96 -10.60 -10.28
H -4.04 -12.49 -9.78
H -3.02 -12.24 -11.22
H -2.35 -13.03 -9.76
H -1.09 -10.68 -11.36
H -0.33 -11.40 -9.91
H -0.51 -9.64 -10.03
C 1.54 -2.60 12.51
S 2.09 -0.93 12.89
O 2.93 -1.04 14.11
C 0.49 -0.32 13.40
H 2.41 -3.18 12.21
H 1.09 -3.05 13.39
H 0.82 -2.57 11.69
H 0.11 -0.93 14.22
H -0.20 -0.34 12.56
H 0.62 0.71 13.74
C 1.51 -8.15 14.08
S 1.69 -6.46 14.68
O 0.76 -5.62 13.86
C 3.34 -6.19 14.02
H 0.52 -8.49 14.35
H 1.63 -8.16 13.00
H 2.26 -8.78 14.56
H 3.32 -6.35 12.94
H 4.03 -6.88 14.50
H 3.61 -5.16 14.24
*
```

***

Which of these has the lowest E?
C26H63F5IN6O12S10

***

E of number 3 (C26H63F5IN6O12S10)?
-191516.58466 eV

***

Which value of E does entry 1 give?
-53283.10437 eV